[1]
Formula: C28H72N4O10
Source: OMol25
Level of theory: ωB97M-V with the def2-TZVPD basis set

Summary:
HOMO level = -8.667 eV
frontier orbital gap = 0.334 Eh
structure (SMILES) = COCCNCCOC.COCCNCCOC.COCCNCCOC.COCCNCCOC.CCO.CCO
lowest unoccupied orbital energy = 0.4 eV
energy above the lowest of the compared OMol25 structures with the same formula, charge and spin = 9.745 eV

Last column: Mulliken charge in e.
Cartesian coordinates (Å):
C 1.58 4.04 3.93  -0.58
O 1.18 3.04 4.85  -0.41
C 1.93 1.85 4.74  -0.52
C 1.28 0.94 3.75  0.19
N 2.18 -0.13 3.59  -0.44
C 1.85 -0.99 2.43  1.38
C 2.93 -2.00 2.26  -1.10
O 2.86 -2.96 1.52  -0.19
C 2.62 -2.73 0.11  -0.75
H 1.57 3.75 2.90  0.07
H 2.50 4.56 4.13  0.39
H 0.83 4.77 4.05  0.37
H 1.88 1.39 5.76  0.30
H 2.94 2.12 4.44  0.38
H 1.08 1.46 2.82  -0.69
H 0.32 0.60 4.17  0.62
H 2.25 -0.51 4.53  0.40
H 1.76 -0.44 1.50  -0.82
H 0.95 -1.50 2.74  0.45
H 3.05 -2.44 3.30  0.26
H 3.89 -1.59 2.05  0.20
H 2.82 -3.64 -0.43  0.36
H 3.25 -1.89 -0.18  0.42
H 1.59 -2.39 -0.05  0.11
C -0.25 3.63 0.05  -1.69
O -0.43 3.01 1.28  0.15
C -1.76 2.90 1.63  -0.23
C -2.24 4.20 2.35  -1.15
N -3.73 4.21 2.28  -0.44
C -4.25 3.36 3.37  -0.03
C -5.50 2.79 2.83  -0.97
O -5.54 2.25 1.72  -0.28
C -6.75 1.51 1.38  -0.84
H -0.28 2.89 -0.73  0.59
H 0.78 3.84 0.08  0.40
H -0.85 4.49 -0.17  0.44
H -1.81 2.02 2.30  0.03
H -2.42 2.68 0.75  0.31
H -1.95 5.07 1.84  0.59
H -1.81 4.26 3.28  0.43
H -4.08 3.97 1.39  0.29
H -4.44 3.93 4.32  0.29
H -3.66 2.44 3.65  0.14
H -6.21 3.59 2.78  0.40
H -5.80 2.14 3.60  0.51
H -6.85 0.73 2.13  0.34
H -6.68 1.15 0.38  0.25
H -7.66 2.08 1.39  0.33
C 2.95 -6.83 1.90  -0.63
O 1.91 -6.80 2.82  -0.42
C 1.19 -5.61 2.98  0.04
C 0.38 -5.41 1.68  -0.69
N -0.05 -4.04 1.75  -0.23
C -1.00 -3.76 0.72  -1.10
C -1.39 -2.27 0.79  -1.26
O -0.52 -1.44 0.71  1.16
C -1.07 -0.16 1.10  -2.02
H 2.68 -6.71 0.85  0.26
H 3.49 -7.72 2.10  0.32
H 3.69 -6.05 2.06  0.22
H 1.91 -4.80 3.21  0.04
H 0.51 -5.73 3.83  0.30
H -0.41 -6.15 1.55  0.40
H 1.01 -5.46 0.78  0.16
H 0.72 -3.40 1.52  -0.08
H -1.87 -4.41 0.77  0.44
H -0.42 -3.88 -0.17  0.44
H -1.91 -2.18 1.70  0.72
H -2.17 -2.08 0.01  0.27
H -1.11 -0.28 2.16  0.79
H -2.08 0.00 0.81  0.98
H -0.37 0.66 0.82  -0.19
C -0.79 -3.52 -7.79  -0.81
O 0.13 -2.61 -7.31  -0.37
C -0.42 -1.63 -6.45  -0.46
C 0.51 -0.50 -6.11  -0.64
N -0.27 0.49 -5.37  -0.25
C 0.45 1.68 -5.06  -0.99
C -0.39 2.60 -4.16  0.08
O -0.11 3.78 -4.08  -0.39
C 1.10 4.14 -3.31  -0.46
H -1.10 -4.17 -7.00  0.32
H -0.47 -4.15 -8.58  0.31
H -1.75 -3.12 -8.12  0.31
H -0.90 -1.88 -5.52  0.31
H -1.30 -1.19 -6.96  0.35
H 0.87 -0.14 -7.05  0.54
H 1.41 -0.84 -5.63  0.30
H -0.60 0.03 -4.48  0.18
H 0.69 2.23 -5.96  0.53
H 1.43 1.52 -4.54  0.21
H -0.49 2.17 -3.15  0.05
H -1.40 2.67 -4.60  0.32
H 1.07 3.72 -2.29  -0.06
H 1.15 5.19 -3.11  0.33
H 2.03 3.75 -3.72  0.34
C 3.24 1.49 -0.38  0.08
C 3.12 2.21 0.85  0.21
O 3.86 1.58 1.81  -0.69
H 4.21 1.66 -0.89  0.45
H 2.45 1.81 -1.09  -0.23
H 3.11 0.42 -0.29  -0.37
H 2.10 2.18 1.19  -0.43
H 3.40 3.22 0.71  0.66
H 3.28 1.21 2.43  0.25
C 0.61 -0.61 -2.19  0.35
C -0.28 -1.57 -2.74  -0.08
O -1.47 -0.84 -3.07  -0.65
H 0.25 -0.16 -1.28  -0.64
H 0.92 0.14 -2.91  0.01
H 1.56 -1.02 -1.84  0.21
H -0.42 -2.38 -2.06  0.18
H 0.27 -1.99 -3.58  0.18
H -2.05 -1.46 -3.51  0.27


[2]
Formula: C2H3O3
Source: OMol25
Level of theory: ωB97M-V with the def2-TZVPD basis set

Summary:
HOMO level = -4.666 eV
frontier orbital gap = 0.336 Eh
net charge = -1
structure (SMILES) = COC(=O)[O-]
lowest unoccupied orbital energy = 4.5 eV
energy above the lowest of the compared OMol25 structures with the same formula, charge and spin = 0.453 eV

Last column: Mulliken charge in e.
Cartesian coordinates (Å):
C 0.16 -0.48 1.47  0.65
C -0.16 0.39 -1.00  -0.50
O -0.51 -0.36 2.51  -0.67
O 1.20 -0.96 1.14  -0.59
O -0.67 0.30 0.24  -0.42
H -0.04 -0.72 -1.49  0.14
H 0.87 0.96 -1.15  0.16
H -0.86 0.86 -1.71  0.23


[3]
Formula: C19H35AsF4N7NdO
Source: OMol25
Level of theory: ωB97M-V with the def2-TZVPD basis set

Summary:
HOMO level (alpha / beta) = -13.103 / -13.120 eV
frontier orbital gap (alpha / beta) = 0.302 / 0.306 Eh
net charge = +2
2S+1 = 4
lowest unoccupied orbital energy (alpha / beta) = -4.9 / -4.8 eV
energy above the lowest of the compared OMol25 structures with the same formula, charge and spin = 2.476 eV

Last column: Mulliken charge in e.
Cartesian coordinates (Å):
Nd -0.30 0.05 -0.18  0.37
C -2.80 0.19 1.89  -1.27
C -2.56 1.47 2.64  -0.16
N -1.27 2.18 2.27  -0.13
C -1.45 3.68 2.46  -0.38
C -2.42 4.34 1.51  -0.97
C -0.11 1.78 3.16  -0.85
C 0.23 0.31 3.23  -0.91
N 0.65 -0.21 1.95  0.15
C 1.78 -1.01 1.88  -0.42
C 2.49 -1.05 0.69  0.73
F 2.03 -0.22 -0.34  -0.41
C 3.58 -1.84 0.42  0.14
F 4.12 -1.80 -0.80  -0.39
C 4.10 -2.65 1.41  -0.61
C 3.43 -2.63 2.62  0.15
F 3.86 -3.41 3.61  -0.30
C 2.30 -1.86 2.85  0.81
F 1.68 -1.98 4.03  -0.34
H -3.77 -0.21 2.19  0.53
H -2.06 -0.59 2.10  0.29
H -2.88 0.38 0.82  0.14
H -2.52 1.31 3.72  0.26
H -3.36 2.17 2.43  0.46
H -0.45 4.09 2.36  0.46
H -1.76 3.79 3.50  0.35
H -2.14 4.17 0.48  0.00
H -2.37 5.41 1.70  0.46
H -3.45 4.04 1.67  0.39
H -0.37 2.17 4.15  0.39
H 0.73 2.35 2.77  0.36
H -0.60 -0.25 3.68  0.34
H 1.03 0.27 3.98  0.53
H 4.97 -3.26 1.25  0.56
C 1.66 -4.68 -0.06  -1.29
N 1.45 -3.92 -1.29  0.22
C 2.09 -4.42 -2.51  -1.18
C 0.68 -2.82 -1.27  0.26
N -0.08 -2.42 -0.31  -0.42
N 0.77 -2.00 -2.42  -0.05
C -0.36 -1.46 -3.05  0.42
N -0.38 -1.60 -4.39  -0.34
N -1.25 -0.85 -2.34  -0.41
H 2.69 -5.03 -0.03  0.45
H 0.98 -5.54 0.00  0.33
H 1.52 -4.04 0.81  0.36
H 2.49 -5.41 -2.29  0.38
H 2.93 -3.80 -2.83  0.42
H 1.37 -4.54 -3.32  0.37
H -0.19 -3.10 0.43  0.29
H 1.54 -2.22 -3.04  0.36
H 0.26 -2.20 -4.87  0.18
H -1.07 -1.12 -4.94  0.26
H -2.07 -0.61 -2.88  0.22
C -0.53 2.25 -3.92  -1.18
As -0.66 2.31 -1.99  0.65
C -2.60 2.42 -1.82  -1.02
C -0.12 4.14 -1.66  -1.19
O -0.95 1.94 0.95  -0.05
H -0.92 3.18 -4.32  0.44
H -1.12 1.43 -4.31  0.27
H 0.50 2.13 -4.23  0.40
H -2.95 3.26 -2.42  0.46
H -2.89 2.58 -0.79  0.21
H -3.07 1.52 -2.20  0.32
H -0.90 4.81 -2.00  0.43
H 0.79 4.32 -2.22  0.48
H 0.07 4.30 -0.60  0.24


[4]
Formula: C6H8N6
Source: OMol25
Level of theory: ωB97M-V with the def2-TZVPD basis set

Summary:
HOMO level = -8.330 eV
frontier orbital gap = 0.336 Eh
structure (SMILES) = Cc1ncn2/c(=N/N)[nH]ncc12
lowest unoccupied orbital energy = 0.8 eV
energy above the lowest of the compared OMol25 structures with the same formula, charge and spin = 1.211 eV

Last column: Mulliken charge in e.
Cartesian coordinates (Å):
C -0.42 3.17 1.15  -1.07
C 0.04 1.76 1.05  0.76
C 1.08 -0.08 1.51  -0.07
C -0.22 0.91 0.01  0.19
C -1.10 0.92 -1.15  -0.32
C 0.27 -1.40 -0.39  0.49
H -0.83 3.49 0.14  0.29
H 0.47 3.82 1.32  0.28
H -1.10 3.40 2.03  0.24
H 1.60 -0.94 1.95  0.41
H -1.61 1.85 -1.33  0.35
H -0.64 -2.04 -2.09  0.32
H -0.05 -4.25 -0.59  0.24
H 1.52 -4.08 -1.26  0.27
N 0.82 1.13 1.96  -0.70
N 0.44 -0.28 0.35  0.11
N -1.22 -0.11 -1.91  -1.02
N -0.52 -1.20 -1.55  0.28
N 0.87 -2.51 -0.11  -0.42
N 0.60 -3.56 -1.09  -0.64


[5]
Formula: C35H47KN3S6SbSi3
Source: OMol25
Level of theory: ωB97M-V with the def2-TZVPD basis set

Summary:
HOMO level = -1.797 eV
frontier orbital gap = 0.209 Eh
net charge = -2
lowest unoccupied orbital energy = 3.9 eV
energy above the lowest of the compared OMol25 structures with the same formula, charge and spin = 0.079 eV

Last column: Mulliken charge in e.
Cartesian coordinates (Å):
K 0.04 -0.41 -0.24  0.88
C 0.82 3.52 1.27  -1.41
Sb 1.82 2.12 2.60  -0.30
C 2.27 0.59 1.21  1.39
C 2.83 -0.52 1.95  -0.97
C 3.17 -1.76 1.34  0.05
C 3.72 -2.77 2.08  -0.84
C 3.91 -2.60 3.46  -0.92
C 3.47 -1.41 4.00  -0.48
N 2.94 -0.41 3.30  -0.11
Si 3.42 1.17 -0.10  0.47
C 5.03 1.92 0.59  -1.24
C 4.01 -0.17 -1.30  -1.18
C 2.70 2.54 -1.20  -1.14
C -0.14 1.63 3.68  3.04
C -1.30 1.93 2.77  -2.53
C -2.38 2.74 3.14  -0.71
C -3.44 2.93 2.27  -1.01
C -3.42 2.31 1.03  -0.80
C -2.32 1.53 0.72  -0.24
N -1.30 1.35 1.55  0.98
Si -0.44 -0.17 4.24  0.65
C 0.67 -0.66 5.68  -1.04
C -2.22 -0.31 4.90  -1.38
C -0.41 -1.39 2.84  -0.08
Si 0.01 2.82 5.17  0.82
C 1.59 2.61 6.18  -1.24
C -1.35 2.63 6.49  -1.30
C 0.01 4.62 4.59  -1.19
H 1.54 4.30 0.99  0.40
H -0.01 3.99 1.78  0.41
H 0.45 3.03 0.37  0.26
H 2.94 -1.93 0.30  0.25
H 3.98 -3.70 1.60  0.65
H 4.31 -3.39 4.09  0.41
H 3.53 -1.25 5.07  0.37
H 5.51 1.21 1.28  0.32
H 4.84 2.83 1.15  0.25
H 5.75 2.15 -0.21  0.34
H 4.65 -0.90 -0.81  0.39
H 4.59 0.30 -2.10  0.59
H 3.19 -0.72 -1.76  0.08
H 2.69 3.51 -0.70  0.44
H 1.69 2.34 -1.55  0.25
H 3.34 2.64 -2.09  0.40
H -2.41 3.21 4.10  0.40
H -4.27 3.56 2.57  0.38
H -4.22 2.43 0.31  0.50
H -2.25 1.03 -0.24  -0.17
H 0.20 -0.41 6.63  0.38
H 1.65 -0.20 5.62  -0.10
H 0.82 -1.75 5.66  0.51
H -2.35 0.15 5.88  0.29
H -2.46 -1.37 5.00  0.38
H -2.95 0.12 4.22  0.29
H 0.48 -1.31 2.21  -0.53
H -1.29 -1.26 2.22  0.28
H -0.43 -2.41 3.24  0.42
H 1.65 1.64 6.66  0.35
H 1.56 3.37 6.96  0.37
H 2.49 2.76 5.58  0.31
H -1.07 1.84 7.19  0.28
H -2.35 2.41 6.13  0.36
H -1.40 3.56 7.07  0.41
H 0.93 4.85 4.05  0.24
H -0.03 5.28 5.47  0.44
H -0.83 4.88 3.94  0.37
S -3.47 -0.59 -4.30  -0.38
C -4.35 -1.12 -2.93  -0.30
C -3.57 -1.11 -1.81  -0.58
C -2.20 -0.68 -1.97  -0.84
C -2.04 -0.37 -3.30  0.69
C -0.81 0.08 -3.96  0.24
C -0.81 0.39 -5.34  -0.93
C 0.36 0.79 -5.95  -0.36
C 1.52 0.89 -5.20  -1.30
C 1.43 0.58 -3.85  -0.08
N 0.32 0.19 -3.24  0.31
H -5.39 -1.41 -3.02  0.42
H -3.97 -1.43 -0.85  0.38
H -1.72 0.31 -5.91  0.29
H 0.36 1.03 -7.01  0.38
H 2.46 1.20 -5.63  0.41
H 2.31 0.64 -3.23  0.41
C 3.59 -3.89 -1.90  -0.33
S 3.11 -5.62 -1.64  -0.22
C 2.48 -5.51 -0.02  -0.03
C 1.40 -4.77 0.37  -0.13
S 0.36 -3.79 -0.56  -0.15
S 1.12 -4.84 2.10  -0.01
C 2.38 -5.91 2.56  0.08
S 2.64 -6.43 4.13  -0.32
S 3.35 -6.37 1.23  -0.22
H 3.98 -3.83 -2.92  0.39
H 4.37 -3.58 -1.20  0.20
H 2.71 -3.26 -1.81  -0.16


[6]
Formula: C10H20IO20S5Ti
Source: OMol25
Level of theory: ωB97M-V with the def2-TZVPD basis set

Summary:
HOMO level (alpha / beta) = -4.115 / -6.686 eV
frontier orbital gap (alpha / beta) = 0.155 / 0.249 Eh
2S+1 = 4
lowest unoccupied orbital energy (alpha / beta) = 0.1 / 0.1 eV
energy above the lowest of the compared OMol25 structures with the same formula, charge and spin = 5.402 eV

Last column: Mulliken charge in e.
Cartesian coordinates (Å):
Ti 1.34 -0.85 0.36  0.54
I 3.33 -2.51 1.64  -0.61
C 0.00 3.98 1.04  -0.29
C -0.77 2.89 1.81  -0.17
O 0.08 2.17 2.53  -0.05
S 1.60 2.65 2.40  1.05
O 2.27 1.53 1.75  -0.49
O 2.21 3.20 3.62  -0.62
O 1.37 3.95 1.40  -0.28
H -0.46 4.94 1.29  0.31
H -0.10 3.88 -0.05  0.23
H -1.40 2.16 1.29  0.06
H -1.40 3.36 2.56  0.23
C 3.21 3.95 -1.18  -0.28
C 4.52 3.18 -1.22  -0.39
O 4.34 1.98 -1.86  -0.28
S 2.75 1.73 -2.33  0.80
O 2.19 0.42 -1.83  -0.19
O 2.51 2.10 -3.80  -0.59
O 2.09 3.01 -1.44  -0.25
H 3.15 4.58 -2.07  0.33
H 2.89 4.61 -0.38  0.32
H 4.90 2.98 -0.21  0.27
H 5.39 3.61 -1.72  0.28
C 1.05 -3.67 -5.32  -0.30
C -0.05 -4.40 -4.56  -0.30
O -0.17 -3.84 -3.27  -0.28
S 0.75 -2.48 -3.07  1.07
O 1.35 -2.29 -1.71  -0.25
O 0.07 -1.36 -3.69  -0.55
O 1.81 -3.18 -4.24  -0.40
H 0.71 -2.88 -5.99  0.23
H 1.68 -4.31 -5.93  0.31
H 0.32 -5.42 -4.44  0.26
H -1.07 -4.21 -4.90  0.27
C -3.49 -2.21 -1.96  -0.14
C -3.22 -3.08 -0.66  -0.43
O -2.01 -2.49 -0.11  -0.29
S -2.08 -0.88 -0.14  0.67
O -0.75 -0.25 -0.26  -0.03
O -2.93 -0.47 1.00  -0.56
O -3.00 -0.94 -1.55  -0.39
H -4.53 -2.20 -2.29  0.31
H -2.88 -2.45 -2.83  0.14
H -3.03 -4.12 -0.92  0.32
H -4.00 -3.04 0.10  0.29
C -2.66 -0.95 5.27  -0.35
C -2.49 0.52 5.30  -0.24
O -1.45 0.84 4.38  -0.40
S -0.52 -0.55 3.96  0.85
O 0.80 -0.47 4.69  -0.56
O -0.67 -0.66 2.52  0.09
O -1.53 -1.52 4.80  -0.34
H -3.52 -1.21 4.65  0.23
H -2.92 -1.29 6.27  0.29
H -2.24 0.80 6.32  0.22
H -3.31 1.17 4.99  0.31


| no. | DFT total energy (eV) |
| --- | --- |
| 1 | -56625.423 |
| 2 | -8265.978 |
| 3 | -119721.970 |
| 4 | -15290.566 |
| 5 | -153039.256 |
| 6 | -137025.275 |